#A
# C10H16O

2 unconnected molecules or ions with the total composition C10H16O (ωB97M-V/def2-TZVPD, OMol25).

- gap between HOMO and LUMO (eV) = 8.889
- M (g/mol) = 152.24
- E_HOMO (eV) = -8.1
- SMILES = CCc1ccc(O)cc1.CC

Each atom is followed by the atoms it is bonded to, with distances in Å.
Geometry (Å):
1 C -1.6072 -2.5408 0.5716  C2 1.609, H10 1.106, H11 1.030, H12 1.135
2 C -2.4640 -1.1817 0.4799  C1 1.609, C3 1.570, H13 1.100, H14 1.150
3 C -1.8046 0.0953 -0.1513  C2 1.570, C4 1.488, C9 1.396
4 C -1.9740 1.4539 0.4317  C3 1.488, C5 1.381, H15 1.097
5 C -1.4052 2.5279 -0.2237  C4 1.381, C6 1.443, H16 1.056
6 C -0.7584 2.3461 -1.5008  C5 1.443, O7 1.314, C8 1.411
7 O -0.1353 3.2848 -2.1770  C6 1.314, H17 0.976
8 C -0.2763 1.0757 -1.8818  C6 1.411, C9 1.453, H18 1.006
9 C -0.8496 -0.0475 -1.1592  C3 1.396, C8 1.453, H19 1.082
10 H -0.6683 -2.4953 -0.0116  C1 1.106
11 H -2.0680 -3.4216 0.3019  C1 1.030
12 H -1.0425 -2.6727 1.5469  C1 1.135
13 H -3.4144 -1.4954 0.0241  C2 1.100
14 H -2.7424 -1.0607 1.5887  C2 1.150
15 H -2.5049 1.5494 1.3867  C4 1.097
16 H -1.5141 3.4323 0.3114  C5 1.056
17 H -0.4290 4.2155 -2.1910  O7 0.976
18 H 0.2926 0.8146 -2.6695  C8 1.006
19 H -0.5828 -1.0394 -1.5002  C9 1.082
20 C 3.3919 -0.7696 1.5176  C21 1.511, H22 1.149, H23 1.071, H24 1.053
21 C 2.9446 -0.4914 0.1015  C20 1.511, H25 1.131, H26 1.115, H27 1.064
22 H 3.9308 0.1505 1.9452  C20 1.149
23 H 2.7526 -0.8609 2.3716  C20 1.071
24 H 4.2152 -1.4230 1.5837  C20 1.053
25 H 3.2242 -1.4522 -0.4246  C21 1.131
26 H 3.5914 0.3229 -0.3014  C21 1.115
27 H 1.8977 -0.3166 0.0292  C21 1.064

---

#B
# C10H16O

2 unconnected molecules or ions with the total composition C10H16O (ωB97M-V/def2-TZVPD, OMol25).

- gap between HOMO and LUMO (eV) = 9.150
- M (g/mol) = 152.24
- E_HOMO (eV) = -8.3
- SMILES = CCc1ccc(O)cc1.CC

Each atom is followed by the atoms it is bonded to, with distances in Å.
Geometry (Å):
1 C 0.1022 -1.0826 2.9980  C2 1.523, H10 1.134, H11 1.153, H12 1.139
2 C -0.0028 -0.6260 1.5487  C1 1.523, C3 1.491, H13 1.036, H14 1.111
3 C 0.4121 0.7463 1.1403  C2 1.491, C4 1.375, C9 1.484
4 C 1.6386 0.7361 0.5193  C3 1.375, C5 1.432, H15 1.136
5 C 2.0149 1.9138 -0.2029  C4 1.432, C6 1.414, H16 1.151
6 C 1.1549 3.0346 -0.2636  C5 1.414, O7 1.350, C8 1.463
7 O 1.1893 4.1269 -1.0566  C6 1.350, H17 0.927
8 C -0.0555 3.0549 0.5574  C6 1.463, C9 1.359, H18 1.130
9 C -0.5280 1.8930 1.0791  C3 1.484, C8 1.359, H19 1.090
10 H 1.1111 -0.8574 3.4652  C1 1.134
11 H 0.5092 -2.1579 3.0859  C1 1.153
12 H -0.9153 -0.7911 3.4187  C1 1.139
13 H 0.3424 -1.3812 0.9284  C2 1.036
14 H -1.1052 -0.6490 1.4153  C2 1.111
15 H 2.4262 -0.0591 0.7117  C4 1.136
16 H 3.1286 2.0183 -0.4742  C5 1.151
17 H 1.9685 4.6298 -1.0599  O7 0.927
18 H -0.3940 4.1333 0.5550  C8 1.130
19 H -1.5433 1.8608 1.4731  C9 1.090
20 C -1.9269 -2.6808 -1.8904  C21 1.570, H22 1.064, H23 1.001, H24 1.123
21 C -0.9063 -2.4612 -3.0624  C20 1.570, H25 1.101, H26 1.163, H27 1.109
22 H -1.9972 -3.7243 -1.6919  C20 1.064
23 H -1.6595 -2.1804 -1.0659  C20 1.001
24 H -2.8813 -2.1237 -2.0881  C20 1.123
25 H 0.0492 -2.0977 -2.6531  C21 1.101
26 H -1.3078 -1.7851 -3.9190  C21 1.163
27 H -0.8241 -3.4904 -3.4680  C21 1.109

---

#C
# C10H16O

2 unconnected molecules or ions with the total composition C10H16O (ωB97M-V/def2-TZVPD, OMol25).

- gap between HOMO and LUMO (eV) = 9.246
- M (g/mol) = 152.24
- E_HOMO (eV) = -8.4
- SMILES = CCc1ccc(O)cc1.CC

Each atom is followed by the atoms it is bonded to, with distances in Å.
Geometry (Å):
1 C -1.9347 2.1233 -2.5005  C2 1.553, H10 1.096, H11 1.089, H12 1.086
2 C -1.4159 2.0028 -1.0415  C1 1.553, C3 1.510, H13 1.087, H14 1.087
3 C -0.1157 1.2378 -0.9772  C2 1.510, C4 1.399, C9 1.381
4 C -0.1935 -0.1465 -0.7887  C3 1.399, C5 1.382, H15 1.085
5 C 0.9311 -0.9042 -0.5222  C4 1.382, C6 1.398, H16 1.079
6 C 2.1762 -0.2790 -0.6325  C5 1.398, O7 1.390, C8 1.374
7 O 3.3257 -0.8979 -0.1556  C6 1.390, H17 0.972
8 C 2.2795 1.0467 -0.9788  C6 1.374, C9 1.397, H18 1.080
9 C 1.1265 1.8176 -1.1446  C3 1.381, C8 1.397, H19 1.089
10 H -1.9061 3.1626 -2.8473  C1 1.096
11 H -3.0185 2.0259 -2.5367  C1 1.089
12 H -1.3926 1.4915 -3.1978  C1 1.086
13 H -1.3026 3.0078 -0.6441  C2 1.087
14 H -2.1692 1.4357 -0.4999  C2 1.087
15 H -1.1530 -0.6239 -0.9574  C4 1.085
16 H 0.8589 -1.9684 -0.3611  C5 1.079
17 H 3.0056 -1.7289 0.2336  O7 0.972
18 H 3.2557 1.4896 -1.1092  C8 1.080
19 H 1.2458 2.9002 -1.1572  C9 1.089
20 C -0.3393 -2.8165 2.3369  C21 1.559, H22 1.086, H23 1.094, H24 1.079
21 C -0.5871 -1.4932 3.1226  C20 1.559, H25 1.086, H26 1.081, H27 1.090
22 H -0.6992 -2.7412 1.3151  C20 1.086
23 H 0.7421 -2.9507 2.2451  C20 1.094
24 H -0.7292 -3.6276 2.9326  C20 1.079
25 H 0.3151 -1.1962 3.6494  C21 1.086
26 H -0.8872 -0.7460 2.4016  C21 1.081
27 H -1.4185 -1.6213 3.8153  C21 1.090

---

#D
# C10H16O

2 unconnected molecules or ions with the total composition C10H16O (ωB97M-V/def2-TZVPD, OMol25).

- gap between HOMO and LUMO (eV) = 9.415
- M (g/mol) = 152.24
- E_HOMO (eV) = -8.6
- SMILES = Cc1ccc(O)cc1.CCC

Each atom is followed by the atoms it is bonded to, with distances in Å.
Geometry (Å):
1 C 2.4627 -0.8739 -0.3223  C2 1.486, H9 1.142, H10 1.091, H11 1.087
2 C 1.6059 -0.4046 0.7970  C1 1.486, C3 1.408, C8 1.414
3 C 1.4975 -1.2882 1.8883  C2 1.408, C4 1.406, H12 1.094
4 C 0.6792 -0.9897 2.9914  C3 1.406, C5 1.376, H13 1.087
5 C -0.0407 0.1819 2.9337  C4 1.376, O6 1.407, C7 1.408
6 O -0.8424 0.5138 4.0418  C5 1.407, H14 0.966
7 C -0.0266 1.0232 1.8048  C5 1.408, C8 1.383, H15 1.082
8 C 0.8048 0.7587 0.7312  C2 1.414, C7 1.383, H16 1.073
9 H 2.9688 0.0778 -0.6984  C1 1.142
10 H 2.0664 -1.2538 -1.2650  C1 1.091
11 H 3.1623 -1.6048 0.0762  C1 1.087
12 H 1.9420 -2.2604 1.6564  C3 1.094
13 H 0.9560 -1.4636 3.9302  C4 1.087
14 H -1.6511 0.7371 3.5636  O6 0.966
15 H -0.7967 1.7804 1.8708  C7 1.082
16 H 0.9808 1.3231 -0.1641  C8 1.073
17 C -1.9468 -0.8314 -1.8896  C18 1.535, H20 1.073, H21 1.090, H22 1.095
18 C -1.8365 0.5379 -2.5747  C17 1.535, C19 1.520, H23 1.095, H24 1.090
19 C -0.6129 1.3443 -2.1697  C18 1.520, H25 1.111, H26 1.096, H27 1.090
20 H -1.1872 -1.4868 -2.2696  C17 1.073
21 H -2.8859 -1.3792 -1.9637  C17 1.090
22 H -1.5254 -0.7692 -0.8804  C17 1.095
23 H -2.1283 0.3976 -3.6210  C18 1.095
24 H -2.7243 1.1529 -2.4253  C18 1.090
25 H -0.8181 1.9149 -1.2391  C19 1.111
26 H 0.2701 0.7591 -1.8866  C19 1.096
27 H -0.3739 2.1027 -2.9159  C19 1.090

---

Short version: #C, #D, #A, #B, most stable first.

---

#A
# C10H16O

2 unconnected molecules or ions with the total composition C10H16O (ωB97M-V/def2-TZVPD, OMol25).

- gap between HOMO and LUMO (eV) = 9.370
- M (g/mol) = 152.24
- E_HOMO (eV) = -8.5
- SMILES = CCc1ccc(O)cc1.CC

Each atom is followed by the atoms it is bonded to, with distances in Å.
Geometry (Å):
1 C 3.4782 1.6859 1.3291  C2 1.488, H10 1.122, H11 1.100, H12 1.145
2 C 3.4507 0.6046 0.3071  C1 1.488, C3 1.482, H13 1.134, H14 1.250
3 C 2.1196 -0.0215 0.1261  C2 1.482, C4 1.378, C9 1.394
4 C 2.0241 -1.3939 0.0421  C3 1.378, C5 1.408, H15 1.079
5 C 0.7421 -1.8848 -0.2705  C4 1.408, C6 1.354, H16 1.090
6 C -0.2234 -0.9885 -0.5830  C5 1.354, O7 1.349, C8 1.413
7 O -1.4505 -1.4979 -0.8179  C6 1.349, H17 0.964
8 C -0.1081 0.4189 -0.5378  C6 1.413, C9 1.372, H18 1.214
9 C 1.0737 0.8882 -0.0225  C3 1.394, C8 1.372, H19 1.107
10 H 3.1793 1.3973 2.3718  C1 1.122
11 H 2.9477 2.6462 1.2561  C1 1.100
12 H 4.5621 1.9822 1.5497  C1 1.145
13 H 3.9162 1.0367 -0.6321  C2 1.134
14 H 4.4299 -0.0879 0.6600  C2 1.250
15 H 2.8549 -2.0728 0.1556  C4 1.079
16 H 0.5020 -2.9448 -0.1866  C5 1.090
17 H -1.4559 -2.1658 -1.5127  O7 0.964
18 H -1.0818 1.1037 -0.7751  C8 1.214
19 H 1.1404 1.9906 0.0581  C9 1.107
20 C -3.6199 0.4475 0.0261  C21 1.477, H22 1.063, H23 1.109, H24 1.018
21 C -4.4082 -0.6321 -0.6023  C20 1.477, H25 1.097, H26 1.030, H27 1.142
22 H -2.5833 0.3355 -0.1822  C20 1.063
23 H -3.9843 1.4041 -0.4016  C20 1.109
24 H -3.6997 0.4386 1.0410  C20 1.018
25 H -5.4296 -0.2345 -0.5621  C21 1.097
26 H -4.2766 -1.5559 -0.1671  C21 1.030
27 H -4.0995 -0.8996 -1.6693  C21 1.142

---

#B
# C10H16O

2 unconnected molecules or ions with the total composition C10H16O (ωB97M-V/def2-TZVPD, OMol25).

- gap between HOMO and LUMO (eV) = 9.678
- M (g/mol) = 152.24
- E_HOMO (eV) = -8.8
- SMILES = Cc1ccc(O)cc1.CCC

Each atom is followed by the atoms it is bonded to, with distances in Å.
Geometry (Å):
1 C -3.3150 -0.1810 1.0256  C2 1.516, H9 1.084, H10 1.087, H11 1.089
2 C -2.3054 -0.2231 -0.1051  C1 1.516, C3 1.439, C8 1.370
3 C -1.7881 -1.4565 -0.6358  C2 1.439, C4 1.371, H12 1.082
4 C -0.7966 -1.4746 -1.5824  C3 1.371, C5 1.398, H13 1.082
5 C -0.2679 -0.2620 -2.0348  C4 1.398, O6 1.399, C7 1.353
6 O 0.7809 -0.3422 -2.9574  C5 1.399, H14 0.965
7 C -0.6007 0.9254 -1.4769  C5 1.353, C8 1.406, H15 1.079
8 C -1.6372 0.8959 -0.5273  C2 1.370, C7 1.406, H16 1.089
9 H -4.1249 -0.8792 0.8478  C1 1.084
10 H -3.6256 0.8595 1.0783  C1 1.087
11 H -2.8097 -0.4044 1.9644  C1 1.089
12 H -2.0970 -2.4025 -0.2111  C3 1.082
13 H -0.2418 -2.3458 -1.9066  C4 1.082
14 H 0.4549 -0.7678 -3.7601  O6 0.965
15 H 0.0189 1.7955 -1.6301  C7 1.079
16 H -1.9170 1.8251 -0.0320  C8 1.089
17 C 2.6345 0.1931 -0.0842  C18 1.512, H20 1.100, H21 1.089, H22 1.089
18 C 1.9601 -0.1898 1.2137  C17 1.512, C19 1.550, H23 1.099, H24 1.090
19 C 1.8878 1.0498 2.1413  C18 1.550, H25 1.087, H26 1.086, H27 1.095
20 H 3.7000 0.3891 0.1049  C17 1.100
21 H 2.2748 1.1507 -0.4568  C17 1.089
22 H 2.6019 -0.5957 -0.8337  C17 1.089
23 H 0.9650 -0.6039 1.0001  C18 1.099
24 H 2.4579 -0.9623 1.8003  C18 1.090
25 H 1.4849 1.9166 1.6236  C19 1.087
26 H 1.3658 0.8348 3.0694  C19 1.086
27 H 2.9396 1.2553 2.3648  C19 1.095

---

#C
# C10H16O

2 unconnected molecules or ions with the total composition C10H16O (ωB97M-V/def2-TZVPD, OMol25).

- gap between HOMO and LUMO (eV) = 9.573
- M (g/mol) = 152.24
- E_HOMO (eV) = -8.7
- SMILES = Cc1ccc(O)cc1.CCC

Each atom is followed by the atoms it is bonded to, with distances in Å.
Geometry (Å):
1 C 1.8308 -1.6024 1.3047  C2 1.509, H9 1.051, H10 1.119, H11 1.109
2 C 0.4017 -1.1465 1.1398  C1 1.509, C3 1.377, C8 1.410
3 C -0.5762 -1.9596 0.6130  C2 1.377, C4 1.343, H12 1.046
4 C -1.8847 -1.6638 0.6822  C3 1.343, C5 1.403, H13 1.037
5 C -2.2634 -0.4641 1.3027  C4 1.403, O6 1.362, C7 1.379
6 O -3.5540 -0.0409 1.4003  C5 1.362, H14 0.957
7 C -1.3545 0.3494 1.9470  C5 1.379, C8 1.420, H15 1.050
8 C 0.0227 0.0278 1.8213  C2 1.410, C7 1.420, H16 1.125
9 H 2.2607 -1.1964 0.4356  C1 1.051
10 H 1.9949 -2.6801 1.5585  C1 1.119
11 H 2.4222 -1.1804 2.1422  C1 1.109
12 H -0.3216 -2.9404 0.3514  C3 1.046
13 H -2.6605 -2.1049 0.1547  C4 1.037
14 H -3.8695 0.3880 0.6057  O6 0.957
15 H -1.5787 1.2586 2.4224  C7 1.050
16 H 0.8545 0.5340 2.3849  C8 1.125
17 C -0.4743 1.1276 -1.4227  C18 1.514, H20 1.119, H21 1.122, H22 1.210
18 C 0.7608 1.9603 -1.6956  C17 1.514, C19 1.566, H23 1.133, H24 1.118
19 C 1.8979 1.1533 -2.4078  C18 1.566, H25 1.200, H26 1.068, H27 1.131
20 H -0.9173 0.7108 -2.3620  C17 1.119
21 H -1.3364 1.5728 -0.8595  C17 1.122
22 H -0.2213 0.1412 -0.7692  C17 1.210
23 H 0.3441 2.8926 -2.1870  C18 1.133
24 H 1.2310 2.2509 -0.7237  C18 1.118
25 H 2.5692 0.3818 -1.7795  C19 1.200
26 H 1.5727 0.6042 -3.2646  C19 1.068
27 H 2.8491 1.6263 -2.7949  C19 1.131

---

#D
# C10H16O

2 unconnected molecules or ions with the total composition C10H16O (ωB97M-V/def2-TZVPD, OMol25).

- gap between HOMO and LUMO (eV) = 9.181
- M (g/mol) = 152.24
- E_HOMO (eV) = -8.4
- SMILES = Cc1ccc(O)cc1.CCC

Each atom is followed by the atoms it is bonded to, with distances in Å.
Geometry (Å):
1 C 1.9263 -0.8022 3.1143  C2 1.517, H9 1.085, H10 1.089, H11 1.106
2 C 1.1209 -1.3957 1.9741  C1 1.517, C3 1.419, C8 1.376
3 C 1.5773 -1.1297 0.6576  C2 1.419, C4 1.387, H12 1.072
4 C 0.7581 -1.5025 -0.3979  C3 1.387, C5 1.405, H13 1.082
5 C -0.4570 -2.1500 -0.1160  C4 1.405, O6 1.381, C7 1.370
6 O -1.3071 -2.4436 -1.1636  C5 1.381, H14 0.961
7 C -0.9135 -2.4112 1.1494  C5 1.370, C8 1.405, H15 1.080
8 C -0.1404 -1.8963 2.2032  C2 1.376, C7 1.405, H16 1.087
9 H 2.9671 -1.1046 3.0744  C1 1.085
10 H 1.3406 -0.8627 4.0303  C1 1.089
11 H 1.9761 0.3012 3.0577  C1 1.106
12 H 2.5600 -0.7329 0.4997  C3 1.072
13 H 1.0021 -1.0613 -1.3553  C4 1.082
14 H -0.9339 -2.0874 -1.9744  O6 0.961
15 H -1.9228 -2.7624 1.3027  C7 1.080
16 H -0.6903 -1.7848 3.1347  C8 1.087
17 C -2.0315 1.7687 -1.8934  C18 1.564, H20 1.088, H21 1.088, H22 1.094
18 C -0.5889 1.8164 -1.2917  C17 1.564, C19 1.550, H23 1.098, H24 1.083
19 C 0.2984 2.8554 -2.0231  C18 1.550, H25 1.090, H26 1.086, H27 1.091
20 H -2.5461 2.5982 -1.4126  C17 1.088
21 H -2.4315 0.8152 -1.5544  C17 1.088
22 H -2.2215 1.6769 -2.9668  C17 1.094
23 H -0.5852 2.1906 -0.2595  C18 1.098
24 H -0.1953 0.8079 -1.2919  C18 1.083
25 H -0.2481 3.7983 -1.9958  C19 1.090
26 H 1.2158 2.9790 -1.4544  C19 1.086
27 H 0.4704 2.5196 -3.0472  C19 1.091

---

Short version: #B, #D, #C, #A, most stable first.